ORCA calculation (ωB97M-V/def2-TZVPD) on C6H12O in the gas phase in a non-equilibrium geometry.

```
! RIJCOSX wB97M-V def2-TZVPD def2/J DEFGRID3
* xyz 0 1
O 1.93 0.96 1.31
C 1.93 0.03 0.24
C 0.64 -0.25 -0.51
C -1.11 -1.03 1.12
C -1.80 0.16 -1.01
C -0.73 0.03 0.08
C 1.57 0.85 -0.96
H 1.48 1.71 -0.31
H -1.53 0.93 -1.73
H 2.75 -0.68 0.31
H -1.93 -0.78 -1.55
H 2.05 0.85 -1.94
H -0.65 1.01 0.58
H -0.34 -1.11 1.89
H -2.06 -0.79 1.61
H -2.77 0.43 -0.57
H -1.21 -2.01 0.65
H 0.63 -1.20 -1.08
H 1.15 0.89 1.88
*
```

Relative energy (zero: lowest compared OMol25 entry of this formula, charge and spin)   44.3 kcal/mol
LUMO level   1.0202 eV
SMILES   CC(C)[C@H]1C[C@H]1O
HOMO   -0.36044 Ha
HOMO-LUMO gap   10.828 eV